(1)
A 10-piece molecular cluster, C40H63F16N3O17S5 overall at a distorted geometry, computed with the ωB97M-V functional and the def2-TZVPD basis.

Summary:
- HOMO level (Ha) = -0.3394
- total charge = 0
- orbital gap (eV) = 9.262
- SMILES = FC(F)C(F)(F)COC(F)(F)C(F)F.FC(F)C(F)(F)COC(F)(F)C(F)F.CCOS(C)(=O)=O.CCOS(C)(=O)=O.CCOS(C)(=O)=O.CCOS(C)(=O)=O.CCOS(C)(=O)=O.c1ccncc1.c1ccncc1.c1ccncc1

XYZ file:
```
144
Properties=species:S:1:pos:R:3:lowdin_charge:R:1
S -4.57 1.81 -1.70 0.63
S -7.39 -2.92 -0.15 0.64
S 4.42 0.23 0.87 0.63
S 3.82 0.21 5.19 0.66
S 0.51 -2.92 -5.69 0.67
F 6.33 5.17 6.56 0.09
F 0.64 5.98 2.01 0.11
F -4.93 -2.17 4.46 0.09
F 6.60 3.86 4.80 0.09
F 2.89 3.86 1.36 0.17
F 3.63 5.68 5.60 0.16
F 0.05 3.93 1.22 0.10
F 0.46 -3.27 3.86 0.07
F 1.81 2.81 2.92 0.12
F -6.70 -2.80 3.34 0.11
F -5.23 -4.76 1.93 0.17
F -0.51 -3.48 1.97 0.08
F -5.15 -5.27 4.01 0.19
F 5.28 6.23 4.13 0.11
F -1.72 -4.95 5.00 0.14
F -0.41 -5.80 3.55 0.11
O -5.91 -2.52 0.43 -0.28
O 1.87 -2.36 -4.93 -0.27
O -0.64 -2.27 -5.07 -0.31
O -5.51 2.79 -2.62 -0.26
O -7.36 -3.16 -1.57 -0.28
O 2.79 4.81 3.34 0.02
O -4.38 0.62 -2.47 -0.27
O 5.10 0.14 4.49 -0.31
O 3.76 -1.02 6.27 -0.27
O 3.50 -1.10 1.02 -0.27
O -7.86 -3.94 0.74 -0.27
O 0.67 -4.35 -5.84 -0.28
O 3.47 1.43 5.86 -0.27
O 3.91 1.19 1.84 -0.31
O -3.45 -4.07 3.08 -0.01
O -5.12 1.80 -0.36 -0.30
O 4.65 0.63 -0.50 -0.28
N -0.14 1.05 -2.44 0.07
N -4.48 -0.42 -7.11 0.05
N 3.85 4.42 -2.40 0.06
C 4.14 -2.33 5.87 -0.29
C 5.68 4.47 5.58 -0.31
C -3.05 2.79 -1.67 -0.10
C 0.68 4.65 2.16 -0.29
C 0.68 0.37 0.15 -0.05
C -5.76 -0.80 -6.87 -0.16
C 3.80 -2.12 0.05 -0.27
C -8.19 -1.28 0.07 -0.08
C -5.15 -1.75 -4.77 -0.07
C 6.01 -0.39 1.55 -0.08
C 4.60 5.25 4.80 -0.43
C -5.88 4.11 -2.21 -0.29
C -3.61 -1.93 0.07 -0.05
C 4.95 -2.92 7.05 -0.04
C 1.24 1.46 -0.51 -0.05
C 0.78 -2.15 -7.33 -0.10
C -5.36 -2.90 3.38 -0.28
C -5.05 -1.74 -0.38 -0.28
C 1.89 -1.14 -4.20 -0.28
C -2.60 -5.14 2.84 -0.08
C 2.07 4.03 2.38 -0.50
C -3.84 -1.40 -5.02 -0.07
C -5.50 5.11 -3.26 -0.07
C -3.54 -0.77 -6.24 -0.15
C 2.51 -0.36 4.04 -0.10
C 4.13 3.57 -3.39 -0.17
C 6.13 4.19 -1.70 -0.08
C -4.84 -4.32 3.14 -0.51
C -0.64 -0.06 -1.81 -0.15
C 4.03 4.29 3.74 -0.07
C -1.38 -4.85 3.70 -0.44
C -0.77 -3.48 3.30 -0.27
C 4.86 4.76 -1.61 -0.16
C -0.22 -0.43 -0.56 -0.09
C 2.52 -2.86 -0.27 -0.04
C 3.27 -0.76 -3.74 -0.05
C 5.39 3.02 -3.62 -0.06
C 0.83 1.70 -1.81 -0.16
C 6.40 3.25 -2.67 -0.07
C -6.10 -1.55 -5.77 -0.08
H 4.81 4.16 2.98 0.15
H -6.02 4.99 -4.21 0.08
H -9.14 -1.16 -0.46 0.07
H -3.54 -1.41 1.04 0.08
H 1.24 -1.09 -3.33 0.09
H -0.60 -1.28 -0.01 0.09
H 2.90 -3.62 -0.96 0.09
H -2.51 -0.59 -6.54 0.09
H 1.62 -0.71 4.56 0.07
H -4.99 -1.98 -1.44 0.11
H 5.81 -1.13 2.33 0.06
H 2.87 -1.14 3.36 0.05
H 3.97 -0.51 -4.53 0.08
H 0.15 4.52 3.11 0.17
H 1.94 2.13 -0.03 0.09
H -2.89 -1.53 -0.63 0.06
H 2.26 0.55 3.50 0.03
H 6.97 4.41 -1.05 0.10
H 3.22 -2.87 5.62 0.12
H -2.36 -5.35 1.79 0.15
H -5.32 -0.69 -0.24 0.08
H 5.13 -3.97 6.83 0.08
H -7.12 -1.87 -5.63 0.10
H 6.47 0.47 2.03 0.07
H -2.28 2.33 -1.06 0.06
H 7.34 2.70 -2.65 0.10
H -2.65 2.57 -2.66 0.07
H -4.96 -2.37 2.52 0.13
H -5.54 4.36 -1.20 0.12
H -3.03 -1.63 -4.34 0.08
H 4.22 -1.73 -0.88 0.09
H 5.19 3.62 6.07 0.16
H -5.31 -2.28 -3.84 0.09
H 1.77 -2.23 -0.75 0.06
H 0.85 -1.07 -7.16 0.06
H 3.20 0.22 -3.25 0.07
H 1.38 2.46 -2.35 0.10
H 3.75 3.31 4.14 0.12
H 2.10 -3.34 0.61 0.08
H -4.42 5.21 -3.38 0.08
H 3.24 3.24 -3.91 0.09
H -7.55 -0.47 -0.26 0.06
H -3.26 3.84 -1.48 0.07
H 4.75 -2.28 4.97 0.11
H 1.49 -0.41 -4.91 0.12
H 0.89 0.07 1.17 0.10
H -3.31 -2.97 0.25 0.08
H -1.40 -0.58 -2.39 0.10
H -5.69 6.13 -2.90 0.08
H -6.48 -0.70 -7.67 0.10
H 3.72 -1.41 -2.99 0.07
H 4.59 -2.81 0.37 0.13
H 5.87 -2.33 7.03 0.08
H -1.44 -2.66 3.55 0.17
H -3.01 -6.11 3.14 0.15
H -8.48 -1.19 1.12 0.07
H -0.04 -2.41 -7.99 0.07
H -6.97 4.13 -2.10 0.12
H 4.76 5.55 -0.88 0.10
H 1.77 -2.40 -7.69 0.07
H 5.51 2.28 -4.40 0.09
H 6.56 -0.76 0.69 0.06
H 4.29 -2.87 7.90 0.08
```


(2)
C61H56BaF15N7O5P2S2Si as an isolated structure at a distorted geometry, computed with the ωB97M-V functional and the def2-TZVPD basis.

Summary:
- HOMO level (Ha) = -0.0921
- total charge = -2
- orbital gap (eV) = 6.147

XYZ file:
```
150
Properties=species:S:1:pos:R:3:lowdin_charge:R:1
Ba -0.25 0.56 0.89 2.06
S 3.24 3.37 -0.97 0.90
S 3.76 2.45 -3.36 0.51
P 1.86 -1.68 -2.38 1.13
P -1.91 -1.80 -1.71 1.08
Si 2.14 -0.53 4.38 0.38
F 2.80 3.33 -5.68 0.11
F -3.23 2.02 -4.17 0.14
F -4.20 0.91 -2.60 0.14
F 1.81 4.18 -3.97 0.12
F -5.24 2.87 -0.69 0.16
F -5.12 2.70 -3.39 0.13
F -3.71 4.21 0.05 0.15
F -1.25 3.68 -3.20 0.14
F 5.37 4.79 -0.06 0.12
F -4.87 4.75 -1.68 0.13
F 3.79 4.87 -4.54 0.12
F -2.09 5.16 -1.86 0.14
F -3.10 4.67 -3.71 0.14
F 5.40 2.70 0.50 0.09
F 4.04 4.07 1.47 0.09
O 4.73 1.87 -4.24 -0.30
O 2.60 1.65 -3.03 -0.35
O 1.38 1.20 -0.40 -0.39
O 2.58 4.67 -1.09 -0.42
O -2.36 2.25 -1.19 -0.13
N 1.59 2.19 1.71 0.09
N -3.38 -2.04 1.67 0.08
N 1.39 -1.53 3.23 -0.07
N 0.31 2.67 1.57 -0.32
N -3.20 -0.96 2.44 -0.12
N 4.38 3.19 -2.14 -0.37
N -2.02 1.64 2.52 -0.08
C 3.30 -1.77 -4.78 -0.09
C -2.40 4.13 -2.69 -0.52
C -0.95 -1.79 -4.40 -0.11
C 2.06 1.54 0.74 -0.38
C 3.09 -1.80 -1.01 -0.37
C 3.00 3.79 -4.44 -0.66
C 4.60 3.76 0.29 -0.72
C 0.79 0.61 5.09 -0.17
C -1.50 2.75 3.14 -0.28
C 0.52 -4.90 2.08 -0.13
C -6.17 1.16 1.93 -0.30
C -3.97 0.22 2.25 -0.14
C -2.74 -3.02 2.28 -0.18
C -0.29 -1.20 -5.46 -0.09
C 1.43 -2.87 3.11 -0.44
C 2.33 -3.73 3.81 -0.09
C -3.16 2.98 -1.92 -0.39
C -2.04 3.33 4.30 -0.03
C -0.27 3.29 2.70 -0.18
C 0.54 -3.53 2.23 -0.12
C 1.40 -5.71 2.80 -0.15
C -4.29 2.57 2.45 -0.04
C -2.90 -3.11 -2.56 -0.38
C -0.94 0.30 -3.23 -0.12
C 2.95 -1.25 5.97 -0.21
C -0.19 4.88 4.51 -0.29
C -7.63 1.00 1.60 -0.06
C -1.24 -1.05 -3.26 -0.40
C 0.07 0.15 -5.40 -0.08
C 0.76 -3.16 -2.03 -0.37
C -3.98 -2.67 -3.33 -0.10
C 4.22 -0.98 -1.18 -0.10
C -2.64 -4.47 -2.50 -0.10
C -5.32 0.08 1.96 0.02
C -2.46 -1.25 3.54 -0.07
C -2.14 -2.58 3.48 -0.08
C -1.41 4.36 4.96 -0.05
C -3.38 1.49 2.44 -0.25
C 5.09 -1.73 0.93 -0.10
C 5.21 -0.94 -0.21 -0.09
C 0.37 4.31 3.38 0.03
C 2.98 -2.56 0.14 -0.07
C -0.05 2.96 0.26 -0.16
C 3.98 -2.53 1.11 -0.07
C 4.14 -2.33 -5.74 -0.09
C -4.40 -4.91 -4.08 -0.11
C 2.97 -2.48 -3.63 -0.35
C -4.72 -3.56 -4.09 -0.09
C -3.38 -5.37 -3.27 -0.10
C 2.30 -5.10 3.66 -0.13
C -5.63 2.41 2.22 -0.07
C -0.41 -2.78 -1.10 -0.42
C 3.51 -3.75 -3.44 -0.09
C 4.33 -4.32 -4.40 -0.10
C -3.94 2.15 -3.03 -0.52
C -0.28 0.90 -4.30 -0.08
C 4.64 -3.61 -5.56 -0.11
C 3.57 0.52 3.68 -0.17
C 0.51 5.99 5.26 -0.07
C -4.26 3.71 -1.06 -0.52
C 0.53 2.28 -0.71 -0.27
H 4.40 -1.77 -6.62 0.10
H 3.08 -0.45 6.71 0.01
H -5.53 -3.20 -4.71 0.10
H -1.23 -2.84 -4.48 0.10
H 3.01 -5.71 4.22 0.09
H 5.28 -4.06 -6.31 0.09
H -1.84 -4.85 -1.87 0.09
H -4.94 -5.61 -4.71 0.09
H 1.39 -6.79 2.68 0.07
H -0.74 3.77 0.08 0.16
H 2.91 -0.77 -4.90 0.09
H -0.02 -2.14 -0.31 -0.01
H 0.94 6.71 4.57 0.07
H -5.69 -0.92 1.77 0.11
H -3.89 3.57 2.61 0.10
H 3.30 -4.30 -2.53 0.10
H 3.94 -1.67 5.77 0.01
H -2.73 -4.01 1.85 0.10
H 4.01 0.03 2.81 0.00
H 2.12 -3.20 0.31 0.08
H -4.23 -1.61 -3.33 0.10
H 5.87 -1.71 1.69 0.10
H 1.34 -3.95 -1.54 0.07
H -0.03 1.95 -4.26 0.09
H 6.07 -0.30 -0.35 0.10
H -7.97 -0.01 1.80 0.07
H -2.96 2.91 4.71 0.11
H -1.56 -3.15 4.17 0.10
H -1.25 0.89 -2.38 0.06
H -0.03 -1.78 -6.34 0.10
H 2.35 -2.03 6.44 0.02
H -7.80 1.21 0.54 0.07
H 1.21 1.48 5.58 0.03
H -0.19 6.50 5.91 0.07
H -0.16 -2.90 1.70 0.06
H 3.87 -3.14 2.00 0.09
H 3.06 1.12 0.83 0.14
H 3.06 -3.28 4.47 0.07
H 1.32 5.59 5.87 0.07
H -6.28 3.28 2.22 0.11
H -0.82 -3.66 -0.61 0.05
H -8.25 1.70 2.17 0.07
H 4.74 -5.31 -4.25 0.09
H 4.36 0.67 4.41 0.02
H -0.18 -5.36 1.39 0.09
H -1.85 4.76 5.86 0.10
H 0.17 0.08 5.82 0.02
H 0.61 0.61 -6.22 0.10
H 1.33 4.65 3.01 0.13
H -2.24 -0.51 4.29 0.12
H 0.13 0.96 4.29 -0.01
H 4.31 -0.37 -2.06 0.09
H -3.13 -6.42 -3.24 0.10
H 3.22 1.50 3.37 0.00
H 0.43 2.49 -1.76 0.12
H 0.42 -3.53 -2.99 0.07
```


(3)
A 8-piece molecular cluster, C24H70N6O8 overall at a distorted geometry, computed with the ωB97M-V functional and the def2-TZVPD basis.

Summary:
- HOMO level (Ha) = -0.2530
- total charge = 0
- orbital gap (eV) = 6.989

XYZ file:
```
108
Properties=species:S:1:pos:R:3:lowdin_charge:R:1
O -18.08 -3.10 -15.30 -0.18
O -26.97 -4.53 -14.78 0.32
O -29.02 -13.53 -12.10 -0.17
O -31.59 -2.79 -15.02 -0.17
O -27.02 -1.91 -17.73 -0.20
O -24.48 -3.33 -7.39 -0.18
O -27.63 -9.41 -17.74 -0.19
O -24.32 -6.34 -14.04 -0.59
N -27.55 -10.44 -13.57 0.04
N -25.80 -5.09 -10.26 0.02
N -29.89 -8.21 -16.18 0.01
N -30.11 -4.39 -13.23 0.04
N -21.48 -3.46 -13.92 0.03
N -25.39 -1.28 -15.13 0.04
C -30.77 -3.14 -12.87 -0.45
C -19.25 -2.74 -14.60 -0.19
C -27.67 -11.52 -12.60 -0.46
C -27.50 -11.04 -11.18 -0.06
C -30.73 -2.20 -14.06 -0.22
C -25.34 -0.62 -16.37 -0.46
C -31.60 -2.09 -16.28 -0.09
C -24.18 -1.99 -7.03 -0.12
C -26.32 -8.99 -18.17 -0.10
C -28.70 -8.56 -18.27 -0.18
C -30.01 -2.61 -11.69 -0.07
C -31.20 -7.82 -18.03 -0.08
C -24.01 0.09 -16.49 -0.07
C -24.45 -3.56 -8.80 -0.20
C -17.14 -3.87 -14.64 -0.13
C -24.31 -6.07 -8.75 -0.06
C -30.07 -8.71 -17.54 -0.42
C -27.31 -2.83 -18.78 -0.11
C -30.14 -14.31 -12.50 -0.12
C -28.99 -12.27 -12.82 -0.19
C -20.33 -3.80 -14.74 -0.47
C -25.21 -4.82 -9.01 -0.45
C -25.63 -1.53 -17.65 -0.15
C -20.79 -4.23 -16.11 -0.05
H -17.46 -4.90 -14.55 0.09
H -31.13 -14.01 -12.16 0.08
H -24.98 -6.93 -8.71 0.07
H -29.19 -12.50 -13.87 0.11
H -29.17 -7.52 -16.26 0.05
H -28.94 -8.69 -19.33 0.12
H -24.36 -1.87 -5.96 0.08
H -30.18 -14.28 -13.59 0.08
H -30.93 -6.76 -18.00 0.08
H -25.51 -9.42 -17.58 0.08
H -30.56 -1.76 -11.29 0.08
H -30.57 -4.86 -13.99 0.08
H -16.33 -3.92 -15.38 0.09
H -27.23 -2.33 -19.75 0.08
H -26.85 -12.21 -12.80 0.13
H -19.77 -1.84 -14.94 0.13
H -30.06 -15.31 -12.09 0.09
H -26.24 -9.50 -19.13 0.09
H -26.31 -5.96 -10.24 0.07
H -27.24 -11.85 -10.50 0.08
H -21.67 -4.87 -16.04 0.07
H -28.28 -3.34 -18.74 0.08
H -23.51 -6.46 -14.57 -0.18
H -26.58 -3.63 -18.81 0.08
H -16.67 -3.47 -13.74 0.09
H -29.40 -8.87 -15.59 0.05
H -23.42 -3.56 -9.17 0.13
H -26.70 -9.90 -13.46 0.08
H -26.72 -3.64 -14.52 0.14
H -27.72 -4.77 -14.24 0.13
H -20.03 -4.75 -14.29 0.13
H -23.97 0.85 -17.27 0.08
H -23.13 -1.71 -7.14 0.08
H -32.40 -2.29 -16.99 0.08
H -27.48 -10.96 -14.43 0.07
H -31.84 -3.26 -12.67 0.15
H -21.22 -3.41 -16.70 0.07
H -24.83 -1.27 -7.51 0.08
H -31.60 -1.00 -16.19 0.08
H -18.98 -2.58 -13.55 0.12
H -24.98 -2.39 -17.47 0.12
H -31.38 -8.16 -19.05 0.07
H -26.26 -5.10 -14.48 0.09
H -23.76 0.65 -15.59 0.08
H -28.98 -2.27 -11.81 0.08
H -25.20 -5.31 -11.05 0.07
H -26.12 -7.92 -18.09 0.08
H -24.55 -1.84 -15.22 0.07
H -32.15 -7.98 -17.53 0.08
H -29.82 -11.59 -12.63 0.12
H -28.47 -7.50 -18.18 0.11
H -31.10 -1.22 -13.78 0.12
H -26.76 -10.24 -11.09 0.07
H -30.28 -9.78 -17.45 0.14
H -30.78 -2.30 -16.97 0.07
H -30.27 -4.97 -12.42 0.08
H -23.15 -0.58 -16.53 0.08
H -19.97 -4.75 -16.60 0.08
H -22.06 -4.28 -13.86 0.05
H -23.76 -6.08 -7.81 0.07
H -26.05 -4.76 -8.32 0.14
H -29.95 -3.41 -10.95 0.08
H -21.20 -3.27 -12.97 0.06
H -28.40 -10.48 -10.93 0.08
H -25.34 -1.09 -18.60 0.12
H -29.71 -1.93 -14.33 0.13
H -23.58 -6.37 -9.50 0.08
H -26.16 0.09 -16.28 0.13
H -25.02 -2.81 -9.34 0.12
H -25.13 -0.61 -14.43 0.08
```


(4)
A 2-piece molecular cluster, C5H16NO overall at a distorted geometry, computed with the ωB97M-V functional and the def2-TZVPD basis.

Summary:
- HOMO level (alpha / beta) (Ha) = -0.1098 / -0.4222
- total charge = 0
- orbital gap (alpha / beta) (eV) = 3.851 / 12.038
- spin multiplicity = 2

XYZ file:
```
23
Properties=species:S:1:pos:R:3:lowdin_charge:R:1
O -0.85 1.77 3.21 -0.14
N -1.34 1.62 0.47 0.06
C -0.11 0.45 -1.39 -0.22
C -0.48 -0.98 -0.93 -0.24
C 0.01 1.41 -0.24 -0.24
C 0.58 -1.83 -0.19 -0.27
C 1.82 -2.05 -1.03 -0.12
H -1.14 1.30 3.99 0.03
H 0.89 0.39 -1.83 0.10
H 0.29 2.43 -0.46 0.09
H -2.03 1.92 -0.24 0.05
H 0.86 -1.29 0.73 0.08
H 0.08 -2.75 0.10 0.10
H -1.40 -0.96 -0.36 0.06
H 0.11 1.83 3.38 0.02
H -1.63 0.71 0.86 0.05
H 1.61 -2.85 -1.76 0.08
H -1.25 2.26 1.29 0.07
H 2.10 -1.18 -1.62 0.06
H -0.72 -1.55 -1.84 0.11
H 0.67 1.06 0.56 0.10
H 2.68 -2.41 -0.47 0.07
H -0.77 0.70 -2.22 0.10
```


(5)
C16H18IrN5O2SSbSe4 as an isolated structure at a distorted geometry, computed with the ωB97M-V functional and the def2-TZVPD basis.

Summary:
- HOMO level (alpha / beta) (Ha) = -0.1547 / -0.1479
- total charge = -1
- orbital gap (alpha / beta) (eV) = 5.087 / 4.991

XYZ file:
```
48
Properties=species:S:1:pos:R:3:lowdin_charge:R:1
Ir 0.28 -0.46 -0.38 0.68
Sb 0.26 -1.51 -3.62 -0.14
Se 1.87 0.16 -2.02 0.06
Se -1.90 -1.11 -4.59 -0.07
Se 0.11 -2.66 -1.34 0.04
Se 1.63 -2.97 -4.96 -0.24
S -1.72 -2.34 2.41 0.53
O -3.38 3.58 0.26 0.04
O -1.20 0.41 -1.53 -0.32
N -1.56 1.60 0.44 0.10
N -0.50 0.83 0.84 -0.22
N -3.78 -0.72 2.13 -0.04
N 1.42 -0.85 1.24 -0.12
N -3.00 -1.80 0.18 -0.04
C -4.37 2.09 -3.49 -0.07
C -4.75 3.63 -1.69 -0.04
C -2.92 -1.56 1.50 -0.88
C -0.06 0.81 2.08 -0.09
C 1.02 -0.11 2.32 -0.29
C 3.07 -1.92 2.56 -0.05
C -3.97 -1.39 -0.83 -0.06
C 2.42 -1.72 1.36 -0.12
C -4.61 0.35 1.59 -0.07
C -1.84 1.30 -0.82 -0.42
C -2.97 2.00 -1.51 -0.08
C -5.09 3.15 -2.94 -0.09
C 2.66 -1.20 3.68 -0.07
C -3.33 1.54 -2.77 -0.06
C -3.70 3.08 -0.97 -0.27
C 1.63 -0.29 3.56 -0.03
H 2.67 -2.27 0.46 0.10
H -3.61 -1.77 -1.78 0.07
H 1.28 0.28 4.40 0.11
H -5.91 3.60 -3.48 0.10
H 3.14 -1.35 4.64 0.10
H -3.50 -0.61 3.09 0.09
H -3.94 4.34 0.42 0.10
H 3.88 -2.64 2.62 0.10
H -4.04 -0.31 -0.92 0.06
H -4.62 1.69 -4.46 0.10
H -2.79 0.70 -3.18 -0.04
H -2.25 -2.38 -0.15 -0.01
H -0.51 1.43 2.84 0.13
H -5.17 0.77 2.42 0.08
H -4.01 1.14 1.13 0.06
H -5.31 4.45 -1.25 0.11
H -4.96 -1.81 -0.63 0.09
H -5.33 -0.03 0.87 0.07
```


(6)
One molecule with the formula C4H5NO at a distorted geometry, computed with the ωB97M-V functional and the def2-TZVPD basis.

Summary:
- HOMO level (Ha) = -0.3101
- total charge = 0
- orbital gap (eV) = 9.197

XYZ file:
```
11
Properties=species:S:1:pos:R:3:lowdin_charge:R:1
O -1.20 2.12 0.72 0.09
N 0.83 1.11 0.33 0.05
C -1.12 -0.62 -0.45 -0.02
C 1.13 -0.26 0.28 -0.15
C -0.53 1.29 0.19 -0.29
C 0.20 -1.13 -0.16 -0.18
H -1.62 -1.19 -1.28 0.09
H 1.50 1.77 -0.08 0.16
H 2.11 -0.54 0.64 0.11
H -1.86 -0.44 0.31 0.06
H 0.55 -2.11 -0.49 0.10
```


Question: Which of these has the lowest total charge?
Answer: C61H56BaF15N7O5P2S2Si


Question: Among the records above, which one has the lowest total charge?
Answer: C61H56BaF15N7O5P2S2Si


Question: The lowest total charge belongs to which entry?
Answer: C61H56BaF15N7O5P2S2Si